Below is C18H24Cl5IrN6S2 as an isolated structure, with properties calculated with the ωB97M-V functional and the def2-TZVPD basis.

- multiplicity = 2
- energy relative to the best compared isomer or geometry (same formula, charge and spin) (kcal per mole) = 0.1
- total charge = +1
- total energy (eV) = -115111.5293
- frontier orbital gap (spin up / spin down) (eV) = 6.57 / 6.09
- HOMO energy (spin up / spin down) (eV) = -11.05 / -11.01

Geometry as XYZ:
```
56
Properties=species:S:1:pos:R:3:forces:R:3:mulliken_spin:R:1
Ir 0.83545 0.23835 -0.33329 -0.0329 0.0077 -0.1738 0.714
Cl 4.27336 -0.25796 1.26674 -0.0252 -0.0319 0.0076 -0.001
C 3.93082 1.06594 0.20928 -0.0003 0.0344 -0.0089 -0.014
C 2.67533 1.18111 -0.37274 -0.0060 0.0254 0.1065 -0.023
C 2.44113 2.37251 -1.03433 0.0740 0.0257 0.0221 0.001
Cl 0.72745 2.55552 -1.43442 -0.0600 -0.0372 -0.0015 0.052
C 3.36010 3.37305 -1.26729 -0.0076 -0.0054 -0.0205 -0.013
Cl 2.92104 4.78865 -2.12280 -0.0038 0.0006 0.0041 0.002
C 4.64622 3.17434 -0.76408 0.0011 -0.0123 0.0102 0.004
Cl 5.85679 4.35135 -1.04469 -0.0035 -0.0010 0.0004 0.001
C 4.92061 2.03341 -0.00436 -0.0097 0.0053 -0.0153 -0.002
Cl 6.48054 1.83416 0.67668 -0.0016 -0.0031 0.0005 0.000
C -1.78710 2.37223 2.55722 0.0000 0.0148 0.0091 0.000
N -1.76855 0.92359 2.61724 0.0105 -0.0110 -0.0234 0.007
C -2.97628 0.15891 2.95405 -0.0209 -0.0050 -0.0050 0.000
C -2.53275 -1.30228 2.75201 -0.0043 -0.0092 0.0005 0.000
N -1.10370 -1.16001 2.45060 0.0060 -0.0012 0.0100 0.001
C -0.77885 0.11639 2.30941 0.0165 0.0009 -0.0098 0.001
S 0.84191 0.64989 1.86970 0.0308 0.0400 0.0557 0.164
H -2.48853 2.69100 1.78561 0.0025 -0.0011 0.0039 -0.001
H -0.79563 2.73925 2.30942 -0.0020 0.0006 -0.0026 -0.001
H -2.09301 2.77603 3.52179 0.0008 0.0010 -0.0003 -0.001
H -3.78757 0.45080 2.28561 0.0010 -0.0012 0.0086 0.000
H -3.27254 0.37227 3.98092 0.0043 -0.0015 0.0020 0.000
H -3.04533 -1.77686 1.91638 0.0070 0.0017 0.0072 0.000
H -2.67239 -1.90628 3.64526 -0.0041 0.0012 -0.0016 0.000
H -0.60926 -1.87540 1.92785 -0.0182 0.0114 0.0039 -0.001
C -5.39316 1.69675 -0.20811 -0.0018 0.0024 -0.0006 0.000
C -4.29237 1.64013 -1.26660 -0.0012 0.0083 -0.0038 0.000
C -3.24289 0.62138 -0.96593 0.0105 0.0015 -0.0077 0.002
N -2.01872 0.90618 -0.71686 -0.0093 0.0119 -0.0026 0.002
N -1.24048 -0.19816 -0.47282 0.0311 0.0245 0.0348 -0.031
C -1.88929 -1.38204 -0.52126 -0.0075 0.0003 -0.0139 0.008
N -1.30499 -2.51091 -0.25974 0.0044 -0.0204 0.0017 0.007
S -3.58487 -1.09519 -0.92617 0.0153 -0.0041 0.0164 -0.001
H -6.14599 2.43441 -0.48083 -0.0002 0.0008 0.0007 0.000
H -4.98618 1.98075 0.76445 0.0003 -0.0010 0.0008 0.000
H -5.89500 0.73414 -0.10003 -0.0012 -0.0012 -0.0001 0.000
H -3.78445 2.60140 -1.35003 -0.0014 -0.0002 -0.0009 0.000
H -4.72954 1.42001 -2.24309 -0.0003 -0.0011 -0.0006 0.000
H 0.34221 -2.02970 -0.92097 -0.0114 -0.0125 0.0003 -0.028
H -1.91389 -3.30981 -0.38764 0.0025 -0.0006 -0.0015 0.000
C 2.69908 -3.18260 -0.30663 0.0068 0.0190 -0.0117 0.004
C 2.31031 -2.26369 -1.46796 0.0052 0.0314 -0.0269 0.006
C 1.71348 -3.10370 -2.60944 0.0011 0.0026 -0.0119 -0.002
C 3.48585 -1.46038 -1.99650 0.0093 -0.0213 0.0025 0.019
N 1.18059 -1.42502 -1.03472 0.0192 -0.0801 0.0435 0.129
H 3.49239 -3.85645 -0.63147 -0.0042 -0.0023 0.0011 0.001
H 1.84563 -3.78367 0.01059 -0.0066 -0.0068 -0.0013 0.000
H 3.06206 -2.60425 0.54000 -0.0032 0.0085 0.0120 -0.001
H 2.47065 -3.79943 -2.96957 -0.0005 -0.0022 0.0019 0.000
H 1.40501 -2.46845 -3.44044 0.0017 -0.0014 -0.0008 0.001
H 0.85316 -3.68060 -2.26670 -0.0045 0.0000 -0.0035 -0.001
H 4.16011 -2.13568 -2.52359 0.0018 0.0031 -0.0038 0.000
H 4.05265 -0.98612 -1.20353 -0.0024 -0.0123 -0.0050 -0.003
H 3.14938 -0.69927 -2.70218 -0.0077 0.0036 -0.0090 -0.002
```
Positions in Å, forces in eV/Å.